A single C5H6O2 molecule. Source: OMol25; level of theory: wB97M-V/def2-TZVPD.

Orbital gap   10.5 eV
E   -9374.1032 eV
HOMO level   -9.93 eV
Energy relative to the best compared isomer or geometry (same formula, charge and spin)   69.0 kcal per mole
SMILES string   C#C[C@H](C=O)CO

Atoms and positions in Å:
O1 0.649 1.986 0.964
C1 0.070 1.412 -0.179
C2 0.300 -0.184 -0.045
C3 -0.803 -0.472 0.967
O2 -1.023 0.207 1.948
C4 0.347 -1.270 -1.079
C5 0.461 -2.284 -1.735
H1 0.120 1.666 1.721
H2 -0.991 1.721 -0.217
H3 0.574 1.818 -1.052
H4 1.316 -0.181 0.375
H5 -1.534 -1.242 0.676
H6 0.513 -3.177 -2.343

Force components x, y, z for each atom (eV/Å):
O 0.04 0.00 -0.02
C 0.10 -0.20 -0.50
C -0.03 0.16 0.14
C -0.23 0.15 0.34
O 0.21 -0.64 -0.20
C -0.14 0.05 -0.28
C -0.29 0.84 0.37
H 0.21 0.14 -0.25
H 0.29 -0.61 -0.28
H 0.11 -0.11 -0.06
H -0.37 -0.07 0.38
H 0.09 -0.27 0.00
H 0.02 0.57 0.35

A single C5H6O2 molecule in a non-equilibrium geometry. Source: OMol25; level of theory: wB97M-V/def2-TZVPD.

Orbital gap   8.5 eV
E   -9370.7295 eV
HOMO level   -7.80 eV
Energy relative to the best compared isomer or geometry (same formula, charge and spin)   146.8 kcal per mole

Atoms and positions in Å:
C1 0.652 0.727 0.763
C2 1.248 -0.610 0.356
C3 1.657 -0.994 -0.833
C4 -1.673 -0.160 -0.020
C5 -0.952 0.455 -1.165
O1 2.222 -1.509 -1.704
O2 -0.703 0.929 0.261
H1 0.503 0.758 1.809
H2 1.161 1.557 0.287
H3 1.353 -1.381 0.999
H4 -2.504 0.095 0.447
H5 -1.492 -1.207 0.408
H6 -1.471 1.341 -1.607

Force components x, y, z for each atom (eV/Å):
C 0.18 -2.02 -1.75
C -0.77 3.22 -1.24
C 0.91 -0.35 -0.44
C 3.74 -2.27 -0.83
C -0.44 0.16 -1.02
O -0.77 0.49 0.02
O -0.35 0.09 0.51
H 0.50 0.36 1.11
H 0.25 0.17 0.47
H 0.22 -2.24 2.43
H -4.28 1.89 1.37
H 0.88 1.33 -1.00
H -0.08 -0.81 0.37

2 unconnected molecules or ions with the total composition C5H6O2 in a non-equilibrium geometry. Source: OMol25; level of theory: wB97M-V/def2-TZVPD.

Orbital gap   8.5 eV
E   -9372.2882 eV
HOMO level   -8.52 eV
Energy relative to the best compared isomer or geometry (same formula, charge and spin)   110.9 kcal per mole

Atoms and positions in Å:
C1 -3.008 0.153 -0.143
C2 -1.779 -0.259 0.684
C3 -0.493 0.018 0.370
C4 1.782 0.356 0.553
C5 2.511 -0.323 -0.531
O1 -4.131 -0.058 0.259
O2 1.976 1.080 1.454
H1 -2.666 0.441 -1.138
H2 -2.010 -0.885 1.537
H3 -0.309 0.747 -0.495
H4 1.795 -1.000 -1.120
H5 3.516 -0.701 -0.177
H6 2.815 0.429 -1.253

Force components x, y, z for each atom (eV/Å):
C 1.36 -1.61 1.73
C 0.84 -0.02 0.03
C 1.43 1.94 -1.96
C -2.68 0.02 2.61
C -0.14 -0.64 -1.22
O 0.66 0.64 -0.80
O 0.45 -0.85 -1.62
H -0.69 0.69 -0.60
H -0.15 -0.01 0.12
H -0.99 -0.99 0.66
H 1.45 0.55 1.29
H -1.43 -0.20 -0.12
H -0.12 0.47 -0.11

A single C5H6O2 molecule. Source: OMol25; level of theory: wB97M-V/def2-TZVPD.

Orbital gap   10.7 eV
E   -9374.6992 eV
HOMO level   -9.89 eV
Energy relative to the best compared isomer or geometry (same formula, charge and spin)   55.3 kcal per mole
SMILES string   O=CCC#CCO

Atoms and positions in Å:
O1 -1.145 -0.913 2.459
C1 -1.420 0.313 1.813
C2 -0.568 0.528 0.633
C3 0.178 0.640 -0.308
C4 1.039 0.573 -1.490
C5 1.068 -0.880 -1.950
O2 2.079 -1.517 -2.094
H1 -0.197 -0.943 2.636
H2 -1.321 1.166 2.500
H3 -2.469 0.264 1.504
H4 2.063 0.900 -1.287
H5 0.626 1.194 -2.296
H6 0.066 -1.324 -2.118

Force components x, y, z for each atom (eV/Å):
O 0.24 -0.05 0.13
C -0.16 0.28 -0.15
C 0.33 0.03 -0.38
C -0.37 -0.08 0.42
C 0.10 0.02 0.02
C 0.30 -0.19 -0.09
O -0.44 0.30 0.03
H -0.15 -0.07 0.00
H 0.01 -0.13 -0.10
H 0.13 0.04 0.03
H -0.16 -0.03 0.00
H 0.04 -0.11 0.11
H 0.13 -0.01 -0.01

A single C5H6O2 molecule. Source: OMol25; level of theory: wB97M-V/def2-TZVPD.

Orbital gap   10.7 eV
E   -9374.8482 eV
HOMO level   -9.97 eV
Energy relative to the best compared isomer or geometry (same formula, charge and spin)   51.8 kcal per mole
SMILES string   C=C[C@@H]1O[C@@H]1C=O

Atoms and positions in Å:
C1 -0.911 -0.251 1.631
C2 -0.410 -1.046 0.693
O1 -0.941 1.203 -2.260
C3 -0.320 1.217 -1.225
C4 0.903 0.369 -1.017
O2 1.516 0.467 0.258
C5 0.848 -0.742 -0.047
H1 -1.853 -0.473 2.123
H2 -0.387 0.655 1.926
H3 -0.921 -1.960 0.394
H4 -0.609 1.853 -0.366
H5 1.573 0.297 -1.874
H6 1.513 -1.587 -0.237

Force components x, y, z for each atom (eV/Å):
C 0.05 -0.11 -0.06
C -0.07 0.15 0.12
O 0.30 0.07 0.42
C -0.17 -0.03 -0.36
C 0.00 0.05 -0.23
O 0.08 0.09 0.09
C -0.09 -0.22 0.03
H 0.15 -0.03 -0.05
H -0.08 -0.14 -0.03
H 0.07 0.13 0.05
H -0.01 -0.08 -0.12
H -0.11 0.00 0.10
H -0.12 0.14 0.04

A single C5H6O2 molecule. Source: OMol25; level of theory: wB97M-V/def2-TZVPD.

Orbital gap   9.4 eV
E   -9371.7955 eV
HOMO level   -8.59 eV
Energy relative to the best compared isomer or geometry (same formula, charge and spin)   122.2 kcal per mole

Atoms and positions in Å:
C1 0.592 -1.021 -0.418
C2 1.171 -0.022 0.579
O1 0.541 1.128 -0.175
C3 -0.314 0.121 -0.858
C4 -1.658 0.143 -0.140
O2 -2.320 -0.860 -0.003
C5 0.145 0.673 1.367
H1 1.314 -1.308 -1.186
H2 0.075 -1.891 -0.010
H3 2.246 0.061 0.738
H4 -0.388 0.344 -1.925
H5 -2.029 1.161 0.080
H6 0.625 1.470 1.950

Force components x, y, z for each atom (eV/Å):
C 0.00 -0.11 0.02
C 0.16 -0.02 0.11
O -0.08 0.22 -0.03
C -0.15 -0.07 -0.12
C -0.15 -0.24 -0.11
O 0.17 0.37 -0.13
C 0.24 -0.02 0.08
H -0.11 0.02 0.12
H 0.08 0.11 0.00
H -0.15 0.02 -0.02
H -0.01 -0.03 0.14
H 0.00 -0.13 0.01
H 0.00 -0.11 -0.06